Model A:
Entry from OMol25: C20H39MoNOP2Si as an isolated structure (ωB97M-V with the def2-TZVPD basis set).

Its total charge is 0. The orbital gap (alpha / beta) comes out at 5.496 / 5.517 eV. The HOMO energy (alpha / beta) is -5.7 / -5.6 eV. As for the spin multiplicity: 3.

CARTESIAN COORDINATES (ANGSTROEM)
Mo: 1.1509 0.0511 -0.6007
P: 0.6007 1.6623 -2.4315
P: 1.1752 -2.3033 0.4416
N: 2.8811 0.0635 -0.8537
H: -2.3509 2.6123 1.8911
C: 0.6868 3.3382 -1.6437
H: 0.9259 4.0785 -2.4281
H: 1.4815 3.3269 -0.8806
H: -0.2811 3.5559 -1.1624
C: -0.9056 1.6986 -3.4645
H: -0.7387 2.3829 -4.3111
H: -1.7553 2.0410 -2.8539
H: -1.1043 0.6828 -3.8393
C: 2.0622 1.6658 -3.5265
H: 1.8695 2.4387 -4.2897
H: 2.1888 0.6806 -4.0044
H: 2.9726 1.9191 -2.9577
C: 1.3358 -1.8701 2.2465
H: 1.1393 -2.7674 2.8610
H: 0.6234 -1.0786 2.5239
H: 2.3588 -1.5133 2.4421
C: -0.0810 -3.6499 0.4981
H: 0.1240 -4.3130 1.3582
H: 0.0004 -4.2194 -0.4401
H: -1.0928 -3.2219 0.5756
C: 2.7731 -3.2048 0.1688
H: 2.7705 -4.1307 0.7741
H: 3.6223 -2.5607 0.4555
H: 2.8485 -3.4556 -0.9013
C: 4.2715 0.2185 -0.9829
C: 6.2713 1.4580 -0.4600
C: 4.9438 1.1678 -0.1934
C: 4.9756 -0.5426 -1.9358
C: 6.3026 -0.2254 -2.1925
C: 6.9812 0.7670 -1.4617
H: 6.7973 2.2211 0.1040
H: 4.4017 1.6972 0.5973
H: 4.4601 -1.3302 -2.4763
H: 6.8414 -0.7559 -2.9744
H: 8.0356 1.0059 -1.6724
C: -3.5220 1.5484 0.5364
O: -1.5281 1.9655 0.0582
C: -4.6630 2.5370 0.8135
H: -5.5828 1.9495 0.9658
H: -4.7564 3.1311 -0.1225
H: -4.3976 3.1887 1.6767
C: -3.5432 0.9933 -0.9795
H: -4.3858 0.2947 -1.1483
H: -2.6105 0.4840 -1.2612
H: -3.6471 1.8501 -1.6404
C: -4.5799 -0.2260 3.7174
Si: -3.4495 -1.0132 2.4451
C: -2.1042 -2.0205 3.3042
C: -4.2985 -2.2826 1.3317
C: -2.9707 0.6047 1.5339
C: -2.2348 1.8479 1.1560
H: -4.9827 -0.8452 4.5283
H: -5.4125 0.2510 3.1889
H: -3.9963 0.5905 4.1630
H: -2.5000 -2.6474 4.1221
H: -1.5699 -2.7131 2.6441
H: -1.3386 -1.3916 3.7656
H: -4.9322 -1.7899 0.5880
H: -3.5994 -2.9047 0.7565
H: -4.9577 -2.9931 1.8571

How positive or negative is each atom? The Mulliken charges in e answer that: atom 1 (Mo): 0.27, atom 2 (P): 0.88, atom 3 (P): 0.87, atom 4 (N): -0.65, atom 5 (H): 0.13, atom 6 (C): -1.04, atom 7 (H): 0.40, atom 8 (H): 0.27, atom 9 (H): 0.27, atom 10 (C): -0.84, atom 11 (H): 0.43, atom 12 (H): 0.06, atom 13 (H): 0.31, atom 14 (C): -1.12, atom 15 (H): 0.45, atom 16 (H): 0.29, atom 17 (H): 0.31, atom 18 (C): -1.17, atom 19 (H): 0.40, atom 20 (H): 0.26, atom 21 (H): 0.44, atom 22 (C): -0.84, atom 23 (H): 0.38, atom 24 (H): 0.42, atom 25 (H): -0.04, atom 26 (C): -1.15, atom 27 (H): 0.40, atom 28 (H): 0.29, atom 29 (H): 0.31, atom 30 (C): -0.13, atom 31 (C): -0.44, atom 32 (C): -0.42, atom 33 (C): -0.06, atom 34 (C): -0.45, atom 35 (C): -0.45, atom 36 (H): 0.37, atom 37 (H): 0.39, atom 38 (H): 0.40, atom 39 (H): 0.35, atom 40 (H): 0.37, atom 41 (C): 1.61, atom 42 (O): -0.62, atom 43 (C): -1.51, atom 44 (H): 0.32, atom 45 (H): 0.39, atom 46 (H): 0.31, atom 47 (C): -1.43, atom 48 (H): 0.36, atom 49 (H): 0.11, atom 50 (H): 0.43, atom 51 (C): -1.09, atom 52 (Si): 0.12, atom 53 (C): -0.76, atom 54 (C): -1.04, atom 55 (C): -0.38, atom 56 (C): -0.29, atom 57 (H): 0.34, atom 58 (H): 0.26, atom 59 (H): 0.31, atom 60 (H): 0.41, atom 61 (H): 0.03, atom 62 (H): 0.28, atom 63 (H): 0.31, atom 64 (H): 0.26, atom 65 (H): 0.37

---

Model B:
Entry from OMol25: C20H39MoNOP2Si as an isolated structure (ωB97M-V with the def2-TZVPD basis set).

Its total charge is 0. The orbital gap (alpha / beta) comes out at 4.922 / 5.108 eV. The HOMO energy (alpha / beta) is -5.1 / -5.2 eV. As for the spin multiplicity: 3.

CARTESIAN COORDINATES (ANGSTROEM)
Mo: -0.1403 0.4588 -0.7294
P: 2.2137 0.0723 -1.9645
P: -2.3339 1.1239 0.0220
N: -0.7396 0.2312 -2.3831
H: 0.4735 -2.0955 0.7628
C: 2.6850 -1.6996 -2.0205
H: 3.6140 -1.8354 -2.5907
H: 1.8773 -2.2604 -2.5030
H: 2.8152 -2.0729 -1.0006
C: 3.6883 0.9347 -1.3607
H: 4.4147 1.0290 -2.1789
H: 4.1300 0.3910 -0.5197
H: 3.3953 1.9373 -1.0280
C: 2.2290 0.4390 -3.7576
H: 3.2643 0.3647 -4.1241
H: 1.8442 1.4491 -3.9427
H: 1.5985 -0.2865 -4.2874
C: -3.2477 -0.3633 0.5827
H: -4.0682 -0.1030 1.2683
H: -2.5694 -1.0654 1.0830
H: -3.6662 -0.8732 -0.2982
C: -2.4103 2.3652 1.3429
H: -3.4053 2.3669 1.8101
H: -2.2196 3.3502 0.8935
H: -1.6377 2.1859 2.1001
C: -3.4934 1.7769 -1.2434
H: -4.4635 2.0222 -0.7820
H: -3.6442 1.0170 -2.0217
H: -3.0750 2.6782 -1.7112
C: -1.2301 0.2695 -3.6629
C: -2.0089 -0.9304 -5.6177
C: -1.5639 -0.9513 -4.3023
C: -1.3807 1.5032 -4.3504
C: -1.8343 1.5008 -5.6637
C: -2.1449 0.2918 -6.2952
H: -2.2501 -1.8708 -6.1226
H: -1.4529 -1.8706 -3.7212
H: -1.1370 2.4162 -3.8097
H: -1.9444 2.4385 -6.2035
H: -2.4917 0.3005 -7.3288
C: 2.1923 -0.8301 2.2126
O: 2.1421 -0.9080 0.7693
C: 2.8222 -2.1252 2.7249
H: 2.8101 -2.1704 3.8269
H: 3.8657 -2.1609 2.3805
H: 2.3182 -3.0152 2.3272
C: 3.0154 0.3688 2.6676
H: 3.1525 0.3540 3.7566
H: 2.5185 1.3060 2.4032
H: 4.0036 0.3173 2.1960
C: 0.0890 -2.0389 5.0014
Si: -0.2826 -0.5601 3.8947
C: -2.1351 -0.3840 3.7630
C: 0.3075 1.0055 4.7620
C: 0.6815 -0.7003 2.2916
C: 0.6835 -1.0035 0.8149
H: -0.4566 -1.9411 5.9502
H: 1.1535 -2.1282 5.2528
H: -0.2295 -2.9839 4.5367
H: -2.5462 -0.3504 4.7838
H: -2.4258 0.5508 3.2690
H: -2.6141 -1.2243 3.2479
H: 1.4009 1.0654 4.8252
H: -0.0557 1.8894 4.2211
H: -0.1008 1.0312 5.7807

How positive or negative is each atom? The Mulliken charges in e answer that: atom 1 (Mo): -0.27, atom 2 (P): 1.12, atom 3 (P): 1.17, atom 4 (N): -0.65, atom 5 (H): 0.26, atom 6 (C): -1.05, atom 7 (H): 0.43, atom 8 (H): 0.27, atom 9 (H): 0.19, atom 10 (C): -1.19, atom 11 (H): 0.41, atom 12 (H): 0.20, atom 13 (H): 0.32, atom 14 (C): -1.24, atom 15 (H): 0.51, atom 16 (H): 0.31, atom 17 (H): 0.32, atom 18 (C): -1.08, atom 19 (H): 0.42, atom 20 (H): 0.12, atom 21 (H): 0.42, atom 22 (C): -1.09, atom 23 (H): 0.40, atom 24 (H): 0.40, atom 25 (H): 0.08, atom 26 (C): -1.18, atom 27 (H): 0.44, atom 28 (H): 0.29, atom 29 (H): 0.30, atom 30 (C): -0.35, atom 31 (C): -0.58, atom 32 (C): -0.27, atom 33 (C): 0.19, atom 34 (C): -0.70, atom 35 (C): -0.32, atom 36 (H): 0.36, atom 37 (H): 0.39, atom 38 (H): 0.47, atom 39 (H): 0.36, atom 40 (H): 0.37, atom 41 (C): 1.36, atom 42 (O): -0.10, atom 43 (C): -1.73, atom 44 (H): 0.34, atom 45 (H): 0.42, atom 46 (H): 0.35, atom 47 (C): -1.92, atom 48 (H): 0.41, atom 49 (H): 0.29, atom 50 (H): 0.45, atom 51 (C): -1.14, atom 52 (Si): -0.05, atom 53 (C): -0.78, atom 54 (C): -1.03, atom 55 (C): 0.55, atom 56 (C): -0.61, atom 57 (H): 0.32, atom 58 (H): 0.29, atom 59 (H): 0.34, atom 60 (H): 0.41, atom 61 (H): 0.12, atom 62 (H): 0.28, atom 63 (H): 0.30, atom 64 (H): 0.23, atom 65 (H): 0.37

---

So which one is most stable? That would be model B, about 0.1047 hartree below the next structure.